1.
Computed, not measured: a cluster of 6 separate species, CH14O6 in total, with wB97M-V/def2-TZVPD.

Cartesian coordinates (Å):
1 O -0.064 0.823 0.799
2 O 2.412 -1.974 -1.268
3 H 0.711 1.376 2.649
4 H 1.694 1.710 1.236
5 H 0.441 -2.618 0.363
6 H -0.931 0.731 1.233
7 H 2.508 -2.758 -1.796
8 O 0.202 -2.196 1.186
9 H -2.884 -1.311 1.670
10 O -0.852 2.128 -1.508
11 H 0.682 0.419 -2.663
12 H -0.575 0.839 -3.138
13 H -3.204 0.155 2.137
14 H 1.528 0.007 1.804
15 O -2.499 -0.452 1.874
16 C 1.041 0.970 1.694
17 O 0.028 0.103 -3.278
18 H -0.345 2.160 -0.681
19 H 2.142 -1.317 -1.922
20 H -0.427 -1.498 1.005
21 H -1.607 2.704 -1.394

## Properties
Energy above the lowest of the compared OMol25 structures with the same formula, charge and spin = 0.954 eV
HOMO = -10.48 eV
Orbital gap = 10.753 eV
Structure (SMILES) = CO.O.O.O.O.O
E_LUMO = 0.27 eV



2.
Computed, not measured: a structure of composition C28H45HgO17S at a distorted geometry, with wB97M-V/def2-TZVPD.

Cartesian coordinates (Å):
1 C -2.354 2.738 2.318
2 H 0.795 -0.625 3.539
3 H 1.128 -2.936 0.617
4 O -1.157 3.353 2.783
5 C 2.509 2.005 -4.307
6 C -0.631 -0.255 6.573
7 H -4.110 -0.201 -3.589
8 H 0.054 0.905 4.176
9 H 0.939 -1.490 5.628
10 H 1.504 2.426 -4.283
11 H -0.999 0.704 -5.960
12 H -0.755 0.788 -1.465
13 O -0.684 3.424 5.315
14 C -2.375 0.968 -4.215
15 H -4.049 0.221 -5.303
16 C -4.191 -1.423 -0.884
17 O -5.862 -0.901 2.163
18 C -5.668 -1.608 -1.193
19 C -1.366 -0.635 4.431
20 H -6.058 -0.851 -1.873
21 O -0.676 -2.021 -5.053
22 H -6.012 -2.577 -1.557
23 C 0.548 -0.472 5.626
24 C 2.695 -3.302 -0.797
25 O 3.928 -2.940 -0.490
26 C 0.420 0.064 0.255
27 O -0.131 -1.050 -1.925
28 O -1.692 -0.448 5.717
29 C 2.987 -4.073 1.379
30 C 2.709 0.776 -3.433
31 H -3.562 -2.195 -1.328
32 C 2.835 1.639 -5.700
33 O 2.196 -1.546 -4.215
34 O 2.353 -3.274 -1.916
35 O -1.022 5.555 3.933
36 H 4.183 -2.323 1.408
37 H 3.839 1.964 -5.974
38 H -3.838 -2.626 1.030
39 H -2.736 1.916 -4.614
40 H -0.644 -0.949 7.413
41 C 0.085 -0.183 4.237
42 S -1.341 4.162 4.228
43 C 3.826 2.184 0.135
44 H -3.820 -0.508 -1.346
45 O -2.131 -1.063 3.637
46 H 3.252 2.830 -0.530
47 H -0.003 0.755 0.984
48 H 1.834 0.787 -2.784
49 O 4.234 0.102 1.084
50 C 3.790 0.855 2.100
51 H -4.288 2.754 3.265
52 H 3.173 0.274 -0.748
53 H 3.841 2.954 2.232
54 H 4.814 2.644 0.117
55 H 3.640 0.815 -2.867
56 H 1.193 -4.569 0.291
57 H 2.126 2.098 -6.389
58 C 3.377 2.224 1.570
59 O -2.968 3.815 4.236
60 H -2.861 3.448 1.664
61 H 0.727 -0.844 0.775
62 C -3.447 -0.081 -4.446
63 C 2.526 -0.341 -4.413
64 Hg 0.539 -2.884 -3.264
65 C -0.545 -0.140 -0.932
66 C -5.432 -1.276 1.090
67 C 4.014 0.698 -0.199
68 O -6.272 -1.271 0.047
69 H 2.771 -3.673 2.370
70 O 2.643 0.165 -5.659
71 H -3.223 1.653 4.099
72 O -2.711 -1.288 -4.639
73 H 1.365 0.162 5.970
74 O 3.945 0.499 3.223
75 H -2.055 1.178 -3.194
76 C -1.474 -1.086 -5.001
77 H -2.102 1.777 1.870
78 H -1.502 -0.454 -0.516
79 C 1.860 -3.715 0.406
80 C -1.190 0.407 -4.929
81 H 3.226 -5.129 1.499
82 C -3.248 2.594 3.551
83 H 3.264 2.721 -3.980
84 H -0.632 0.770 6.942
85 H 4.910 0.480 -0.779
86 C 4.170 -3.243 0.825
87 H -3.397 -0.809 1.033
88 H -0.274 0.550 -4.357
89 H 5.061 -3.865 0.908
90 C -4.031 -1.617 0.667
91 H 2.314 2.437 1.676
92 H 1.378 0.524 0.010

## Properties
Total charge = +2
HOMO (alpha / beta) = -14.03 / -14.03 eV
Orbital gap (alpha / beta) = 4.747 / 4.207 eV
2S+1 = 2
E_LUMO (alpha / beta) = -9.28 / -9.82 eV



3.
Computed, not measured: an isolated molecule of C4H6N2O, with wB97M-V/def2-TZVPD.

Cartesian coordinates (Å):
1 H -1.783 -1.279 -0.763
2 O -1.218 -0.019 0.807
3 H 0.296 2.383 -0.023
4 H -2.114 0.462 -1.012
5 C -2.092 -0.346 -0.271
6 H 0.865 -1.699 0.702
7 N 2.014 1.105 -0.262
8 C 0.697 1.381 0.034
9 C 0.051 0.240 0.418
10 C 2.158 -0.177 -0.054
11 N 0.993 -0.764 0.348
12 H -3.086 -0.475 0.161
13 H 3.071 -0.742 -0.187

## Properties
Energy above the lowest of the compared OMol25 structures with the same formula, charge and spin = 1.257 eV
HOMO = -8.64 eV
Orbital gap = 9.462 eV
Structure (SMILES) = COc1cnc[nH]1
E_LUMO = 0.83 eV



- Number 2 is which compound?
  C28H45HgO17S